1.
DFT (wB97M-V/def2-TZVPD) results for a molecular structure, C44H71IN5O9.

LUMO = -4.1784 eV
Total charge = +1

XYZ file:
```
130
C44H71IN5O9, DFT wB97M-V/def2-TZVPD
C -0.619 -4.348 0.643
C 0.064 -3.704 -0.148
C 0.953 -2.846 -1.107
C 0.155 -2.064 -2.238
C -0.517 -0.684 -1.803
C 0.204 0.091 -0.647
C -0.589 0.369 0.630
C -2.117 -0.029 0.844
C -2.393 -1.586 1.003
N -3.808 -1.980 1.249
C -4.465 -1.206 2.344
C -5.344 0.027 1.863
C -4.612 -2.041 0.033
C -5.593 -3.302 -0.172
O -4.586 -1.216 -0.892
C 0.106 1.074 1.772
C -0.547 1.399 3.168
O -1.372 2.290 3.228
O -0.258 0.720 4.365
I -0.642 -1.249 4.256
C 1.535 1.504 1.568
C 2.285 2.257 2.731
C 2.819 1.324 3.897
O 2.390 1.525 5.032
C 3.886 0.188 3.747
C 3.556 -1.125 4.434
C 4.511 -2.285 4.405
C 5.812 -2.093 3.687
C 6.164 -0.813 2.971
C 5.192 0.342 3.009
C 2.204 1.214 0.245
C 3.700 1.712 0.117
C 3.997 2.983 -0.457
N 1.554 0.514 -0.809
C 2.328 0.298 -2.061
C 3.344 -0.928 -2.014
O 3.857 -1.234 -0.699
C 4.904 -2.184 -0.932
O 4.666 -3.243 -1.486
C 6.373 -1.850 -0.422
C 6.756 -0.303 -0.614
H -1.277 -4.561 1.531
H 1.630 -3.593 -1.647
H 1.639 -2.220 -0.468
H 0.830 -1.989 -3.144
H -0.701 -2.751 -2.555
H -1.632 -0.832 -1.628
H -0.465 0.000 -2.720
H -2.660 0.304 -0.105
H -2.521 0.620 1.673
H -1.730 -2.084 1.772
H -2.104 -2.061 0.005
H -3.668 -0.879 3.089
H -5.146 -1.931 2.900
H -5.728 0.562 2.794
H -6.265 -0.261 1.271
H -4.770 0.782 1.236
H -6.517 -3.158 0.469
H -5.072 -4.289 0.001
H -5.964 -3.292 -1.249
H 3.154 2.899 2.390
H 1.536 2.976 3.202
H 2.564 -1.209 4.976
H 4.201 -3.233 4.922
H 6.537 -2.956 3.699
H 7.133 -0.680 2.421
H 5.433 1.329 2.510
H 4.587 1.096 0.433
H 4.601 3.021 -1.419
H 3.712 3.969 0.011
H 2.942 1.214 -2.342
H 1.658 0.120 -2.966
H 2.870 -1.808 -2.547
H 4.241 -0.632 -2.661
H 6.377 -2.091 0.690
H 7.148 -2.533 -0.888
H 7.828 -0.270 -0.968
H 6.041 0.211 -1.332
H 6.720 0.281 0.364
C -4.212 -3.028 -3.814
C -3.890 -4.443 -3.384
C -2.890 -5.161 -4.311
O -3.456 -5.634 -5.525
C -3.539 -4.663 -6.555
N -5.140 -5.191 -3.252
H -4.868 -2.988 -4.686
H -4.722 -2.497 -3.006
H -3.297 -2.475 -4.049
H -3.428 -4.376 -2.392
H -2.531 -6.054 -3.789
H -2.007 -4.540 -4.509
H -2.692 -3.971 -6.537
H -4.481 -4.116 -6.485
H -3.534 -5.188 -7.512
H -4.927 -6.111 -2.871
H -5.486 -5.398 -4.189
C -2.713 0.836 -6.678
C -3.573 0.313 -5.531
C -4.733 1.255 -5.156
O -4.341 2.383 -4.384
C -3.852 3.477 -5.144
N -2.710 0.034 -4.377
H -2.060 1.656 -6.373
H -2.068 0.040 -7.060
H -3.335 1.183 -7.507
H -4.014 -0.632 -5.865
H -5.428 0.695 -4.521
H -5.302 1.565 -6.040
H -4.369 3.576 -6.102
H -2.776 3.377 -5.301
H -4.018 4.388 -4.567
H -3.276 -0.396 -3.646
H -2.443 0.932 -3.974
C 0.909 6.015 6.787
C 2.041 7.027 6.933
C 3.136 6.881 5.857
O 4.035 5.802 6.081
C 3.573 4.546 5.618
N 2.597 6.927 8.287
H 1.201 5.011 7.100
H 0.059 6.307 7.408
H 0.561 5.963 5.752
H 1.600 8.023 6.817
H 3.753 7.785 5.882
H 2.705 6.828 4.849
H 2.984 4.638 4.699
H 2.990 4.048 6.394
H 4.444 3.921 5.409
H 3.291 7.662 8.411
H 3.147 6.070 8.327
```

These are the Löwdin partial charges, in e, on atoms 1 to 8: atom 1 (C): 0.069, atom 2 (C): -0.111, atom 3 (C): -0.180, atom 4 (C): -0.161, atom 5 (C): -0.110, atom 6 (C): -0.028, atom 7 (C): 0.007, atom 8 (C): -0.114

***

2.
DFT (wB97M-V/def2-TZVPD) results for a molecular structure, C44H72BBrClIN2O20P.

LUMO = -2.9912 eV
Total charge = +1

XYZ file:
```
143
C44H72BBrClIN2O20P, DFT wB97M-V/def2-TZVPD
C -6.851 4.202 1.210
C -6.432 3.221 0.140
O -5.920 3.593 -0.850
O -6.733 1.941 0.417
C -5.829 0.996 -0.159
C -4.547 0.798 0.656
C -3.336 1.554 0.081
C -2.042 1.127 0.843
C -1.493 2.262 1.732
C -0.186 3.014 1.283
P 0.633 3.392 2.967
N 2.326 3.359 2.748
O 0.337 5.019 3.213
C 0.730 2.449 0.150
C 0.611 3.371 -1.128
I -0.754 2.253 -2.376
B 1.972 3.198 -1.946
O 2.158 4.041 -3.044
O 2.933 2.271 -1.670
N 0.219 4.674 -0.556
C 1.293 5.358 0.283
C 2.303 6.216 -0.512
C 3.572 6.412 0.333
Cl 3.325 7.896 1.343
C -0.347 5.777 -1.400
C -1.790 5.607 -1.913
O -2.734 5.653 -1.277
Br -1.994 5.417 -3.859
C -0.758 4.258 0.517
H -7.772 4.679 0.892
H -6.097 4.981 1.279
H -7.002 3.718 2.169
H -6.361 0.048 -0.168
H -5.596 1.207 -1.201
H -4.334 -0.272 0.656
H -4.732 1.060 1.699
H -3.544 2.607 0.269
H -3.297 1.321 -0.979
H -2.375 0.346 1.525
H -1.310 0.663 0.190
H -2.270 3.000 1.942
H -1.269 1.818 2.701
H 2.778 4.263 2.853
H 2.748 2.682 3.368
H -0.560 5.078 3.573
H 0.675 1.400 -0.109
H 1.754 2.556 0.525
H 1.995 3.562 -3.869
H 3.755 2.724 -1.429
H 1.863 4.636 0.864
H 0.819 6.008 1.006
H 1.869 7.207 -0.604
H 2.505 5.882 -1.531
H 4.452 6.569 -0.277
H 3.716 5.615 1.054
H 0.262 5.967 -2.275
H -0.403 6.649 -0.759
H -1.666 3.848 0.081
H -1.171 5.065 1.115
O 0.472 -1.521 -2.772
C 0.628 -1.375 -3.951
O -0.360 -0.974 -4.797
C 0.126 -1.004 -6.154
C 1.638 -0.919 -6.041
C 1.902 -1.639 -4.723
H -0.203 -1.936 -6.618
H -0.297 -0.167 -6.705
H 2.157 -1.352 -6.894
H 1.946 0.126 -5.958
H 2.013 -2.715 -4.859
H 2.764 -1.234 -4.201
O 4.359 -4.023 -2.422
C 3.307 -4.561 -2.209
O 2.198 -4.322 -2.948
C 1.073 -5.026 -2.384
C 1.682 -6.154 -1.571
C 2.994 -5.539 -1.100
H 0.500 -4.327 -1.771
H 0.435 -5.393 -3.187
H 1.038 -6.496 -0.762
H 1.887 -6.998 -2.214
H 2.876 -4.985 -0.166
H 3.781 -6.281 -1.001
O 5.369 -6.185 1.390
C 6.209 -5.353 1.194
O 7.494 -5.652 0.896
C 8.279 -4.443 0.823
C 7.273 -3.336 0.555
C 6.032 -3.850 1.276
H 8.801 -4.311 1.773
H 9.013 -4.534 0.030
H 7.611 -2.359 0.894
H 7.072 -3.269 -0.516
H 6.016 -3.555 2.327
H 5.114 -3.542 0.782
O -9.343 4.781 2.814
C -9.164 5.847 3.330
O -8.640 5.988 4.571
C -8.652 7.376 4.955
C -8.712 8.149 3.648
C -9.511 7.205 2.755
H -9.527 7.552 5.584
H -7.757 7.597 5.530
H -9.152 9.139 3.754
H -7.705 8.272 3.243
H -10.586 7.363 2.851
H -9.212 7.272 1.712
O -12.640 2.239 7.524
C -12.453 2.379 6.353
O -13.439 2.693 5.473
C -12.921 2.684 4.131
C -11.421 2.884 4.280
C -11.140 2.202 5.614
H -13.169 1.725 3.671
H -13.392 3.480 3.558
H -10.848 2.482 3.448
H -11.195 3.946 4.358
H -10.945 1.135 5.495
H -10.326 2.677 6.154
O 11.331 -4.287 0.096
C 11.712 -5.377 -0.223
O 11.567 -5.873 -1.474
C 12.021 -7.238 -1.518
C 12.969 -7.380 -0.338
C 12.367 -6.409 0.672
H 11.152 -7.894 -1.434
H 12.510 -7.424 -2.471
H 13.054 -8.403 0.024
H 13.967 -7.041 -0.623
H 11.598 -6.881 1.285
H 13.123 -5.950 1.303
O 1.352 -8.650 -3.667
C 2.344 -9.254 -3.375
O 3.234 -8.820 -2.442
C 4.368 -9.709 -2.405
C 3.868 -11.022 -2.982
C 2.825 -10.552 -3.989
H 5.170 -9.270 -3.002
H 4.710 -9.810 -1.377
H 4.660 -11.630 -3.415
H 3.384 -11.610 -2.200
H 3.265 -10.337 -4.964
H 2.005 -11.257 -4.092
```

These are the Löwdin partial charges, in e, on atoms 1 to 8: atom 1 (C): 0.024, atom 2 (C): -0.564, atom 3 (O): 0.128, atom 4 (O): 0.013, atom 5 (C): -0.168, atom 6 (C): -0.164, atom 7 (C): -0.221, atom 8 (C): -0.176

***

3.
DFT (wB97M-V/def2-TZVPD) results for 3 unconnected molecules or ions with the total composition C44H75F7N2O5S2Si4.

LUMO = -0.2451 eV
Total charge = 0

XYZ file:
```
139
C44H75F7N2O5S2Si4, DFT wB97M-V/def2-TZVPD
C -1.181 -4.744 5.093
C -0.895 -3.515 5.977
C 0.579 -3.076 5.918
C 0.820 -1.811 5.075
C 1.083 -2.091 3.599
C 1.658 -0.885 2.846
C 3.193 -0.750 2.971
C 3.874 -0.700 1.593
C 3.907 -2.119 0.973
C 4.970 -2.247 -0.161
C 4.294 -1.892 -1.457
C 4.313 -0.561 -1.851
C 3.683 -0.115 -2.998
C 3.052 -1.043 -3.812
C 3.039 -2.379 -3.448
C 3.639 -2.815 -2.265
S 3.556 -4.572 -1.903
C 1.934 -4.972 -2.552
C 1.541 -4.264 -3.676
C 0.281 -4.489 -4.230
N -0.096 -3.731 -5.389
C -0.369 -2.560 -5.149
O -0.415 -1.417 -5.108
C -0.571 -5.436 -3.680
C -1.940 -5.615 -4.324
C -0.174 -6.201 -2.578
C -1.148 -7.223 -2.035
C -1.853 -6.630 -0.796
C -2.953 -7.549 -0.227
C -4.236 -6.765 0.072
C -4.003 -5.500 0.927
C 1.097 -5.979 -2.005
S 1.694 -7.009 -0.682
O 3.054 -7.367 -0.987
O 0.851 -8.136 -0.420
C 1.766 -6.131 0.960
F 2.039 -4.832 0.859
F 0.521 -6.214 1.482
C 2.719 -6.888 1.957
F 2.144 -6.777 3.179
F 2.777 -8.191 1.687
C 4.172 -6.305 2.097
F 4.611 -5.731 0.988
F 4.995 -7.331 2.371
F 4.230 -5.472 3.133
N 2.385 -3.307 -4.333
H -0.716 -5.604 5.574
H -2.249 -4.935 5.000
H -0.725 -4.578 4.118
H -1.568 -2.688 5.747
H -1.105 -3.808 7.008
H 0.880 -2.832 6.940
H 1.232 -3.889 5.594
H 1.696 -1.294 5.486
H -0.028 -1.139 5.214
H 1.691 -2.987 3.465
H 0.115 -2.316 3.133
H 1.389 -0.990 1.794
H 1.210 0.009 3.283
H 3.491 0.139 3.528
H 3.585 -1.632 3.483
H 4.910 -0.369 1.678
H 3.309 -0.066 0.907
H 4.154 -2.841 1.743
H 2.941 -2.314 0.514
H 5.347 -3.268 -0.185
H 5.777 -1.555 0.070
H 4.801 0.175 -1.223
H 3.673 0.933 -3.258
H 2.555 -0.710 -4.712
H -2.686 -5.301 -3.588
H -2.103 -6.666 -4.544
H -2.038 -4.988 -5.199
H -0.696 -8.183 -1.822
H -1.948 -7.410 -2.743
H -2.347 -5.721 -1.159
H -1.138 -6.300 -0.051
H -2.608 -8.042 0.680
H -3.185 -8.275 -1.008
H -4.922 -7.414 0.621
H -4.741 -6.501 -0.859
H -4.798 -5.322 1.645
H -3.022 -5.510 1.401
H -3.978 -4.637 0.256
H 3.082 -3.810 -4.876
O -0.136 2.394 -0.495
Si -0.900 1.119 -1.208
C -2.432 1.699 -2.115
C -1.414 -0.138 0.083
C 0.238 0.287 -2.425
Si -0.415 3.570 0.623
C 1.093 4.650 0.826
C -0.821 2.805 2.283
C -1.851 4.648 0.090
H -3.176 2.094 -1.420
H -2.887 0.870 -2.662
H -2.185 2.486 -2.831
H -0.557 -0.447 0.686
H -1.835 -1.025 -0.396
H -2.170 0.274 0.755
H 1.141 -0.091 -1.941
H 0.540 0.975 -3.218
H -0.255 -0.565 -2.889
H 1.954 4.067 1.161
H 0.899 5.427 1.569
H 1.358 5.138 -0.115
H -1.759 2.246 2.239
H -0.924 3.579 3.045
H -0.032 2.117 2.596
H -2.782 4.077 0.068
H -1.677 5.057 -0.908
H -1.982 5.481 0.784
O -1.553 11.081 -0.847
Si -3.020 11.631 -1.357
C -4.354 11.154 -0.134
C -3.447 10.897 -3.025
C -2.990 13.490 -1.513
Si -0.790 9.668 -0.482
C 0.971 9.995 0.041
C -0.765 8.536 -1.973
C -1.672 8.793 0.920
H -4.480 10.070 -0.093
H -5.311 11.595 -0.423
H -4.105 11.505 0.870
H -2.653 11.092 -3.750
H -4.372 11.332 -3.407
H -3.585 9.816 -2.956
H -2.236 13.812 -2.235
H -2.766 13.962 -0.554
H -3.962 13.853 -1.851
H 1.534 10.483 -0.756
H 1.469 9.053 0.283
H 1.007 10.635 0.925
H -1.776 8.231 -2.252
H -0.187 7.634 -1.757
H -0.313 9.036 -2.832
H -2.674 8.482 0.618
H -1.765 9.448 1.789
H -1.118 7.901 1.223
```

These are the Löwdin partial charges, in e, on atoms 1 to 8: atom 1 (C): -0.105, atom 2 (C): -0.258, atom 3 (C): -0.215, atom 4 (C): -0.212, atom 5 (C): -0.217, atom 6 (C): -0.196, atom 7 (C): -0.195, atom 8 (C): -0.200